# C23H50N5O10S2

C23H50N5O10S2 as an isolated structure (ωB97M-V with the def2-TZVPD basis set, the Open Molecules 2025 dataset).

Each line ends with the Löwdin charge.
Geometry (Å):
O 5.542 -5.324 -3.771  -0.376
S 4.894 -4.038 -3.709  0.509
O 4.996 -3.197 -4.877  -0.384
N 3.388 -4.087 -3.138  -0.367
S 2.495 -5.313 -3.649  0.508
O 2.589 -5.574 -5.063  -0.325
O 2.539 -6.460 -2.773  -0.330
C 0.914 -4.548 -3.386  -0.266
C 0.351 -3.774 -4.385  -0.037
C -0.868 -3.181 -4.105  -0.066
C -1.466 -3.376 -2.872  -0.164
N -0.932 -4.130 -1.912  0.058
C 0.239 -4.700 -2.184  -0.127
H 5.490 -3.360 -2.705  0.050
H 0.856 -3.643 -5.331  0.119
H -1.356 -2.555 -4.843  0.091
H -2.418 -2.906 -2.652  0.090
H 0.687 -5.320 -1.416  0.111
C 4.116 -2.881 -0.240  -0.118
O 4.660 -1.694 -0.805  -0.215
C 3.714 -0.931 -1.546  -0.216
C 3.484 0.406 -0.875  -0.214
N 2.799 0.242 0.402  -0.044
C 2.734 1.446 1.218  -0.196
C 4.043 2.030 1.735  -0.223
O 4.712 1.204 2.673  -0.198
C 5.573 0.224 2.115  -0.092
H 4.947 -3.459 0.166  0.090
H 3.415 -2.664 0.576  0.080
H 3.623 -3.470 -1.013  0.047
H 2.780 -1.484 -1.663  0.123
H 4.126 -0.763 -2.545  0.124
H 2.869 1.036 -1.526  0.121
H 4.464 0.892 -0.767  0.105
H 3.262 -0.490 0.926  0.074
H 2.111 1.225 2.087  0.093
H 2.214 2.223 0.648  0.121
H 3.797 2.952 2.271  0.114
H 4.722 2.310 0.921  0.110
H 6.009 0.562 1.172  0.089
H 5.059 -0.725 1.945  0.075
H 6.376 0.049 2.831  0.085
C 2.708 2.511 5.226  -0.111
O 1.443 2.348 4.608  -0.203
C 0.929 1.023 4.679  -0.219
C -0.321 0.982 5.530  -0.213
N -0.015 1.259 6.927  -0.051
C -1.182 1.425 7.784  -0.206
C -2.105 2.606 7.508  -0.231
O -1.511 3.868 7.748  -0.182
C -0.811 4.431 6.654  -0.101
H 3.042 3.527 5.020  0.088
H 2.646 2.375 6.312  0.081
H 3.441 1.811 4.814  0.077
H 1.686 0.337 5.068  0.128
H 0.673 0.705 3.665  0.113
H -0.768 -0.014 5.457  0.125
H -1.034 1.701 5.103  0.107
H 0.552 2.096 6.977  0.074
H -0.825 1.518 8.813  0.117
H -1.777 0.506 7.737  0.117
H -2.948 2.534 8.201  0.119
H -2.523 2.574 6.495  0.109
H -1.257 4.142 5.699  0.088
H 0.245 4.148 6.652  0.073
H -0.868 5.516 6.752  0.085
C -5.236 3.835 -3.433  -0.120
O -5.369 2.664 -2.656  -0.195
C -6.614 1.995 -2.807  -0.221
C -6.427 0.643 -3.458  -0.219
N -6.009 0.782 -4.845  -0.052
C -5.642 -0.470 -5.498  -0.202
C -4.428 -1.224 -4.969  -0.233
O -3.201 -0.551 -5.169  -0.192
C -2.832 0.363 -4.152  -0.097
H -4.291 4.299 -3.158  0.088
H -5.221 3.619 -4.507  0.082
H -6.047 4.542 -3.228  0.086
H -7.311 2.607 -3.388  0.120
H -7.038 1.853 -1.808  0.120
H -7.379 0.104 -3.430  0.123
H -5.706 0.078 -2.850  0.109
H -5.220 1.415 -4.886  0.074
H -5.460 -0.249 -6.552  0.118
H -6.507 -1.141 -5.460  0.117
H -4.352 -2.157 -5.534  0.123
H -4.539 -1.502 -3.914  0.107
H -3.215 0.058 -3.174  0.089
H -3.183 1.375 -4.380  0.072
H -1.744 0.386 -4.107  0.090

Values from the calculation:
Total charge: -1
HOMO energy in hartree: -0.21002
Gap between HOMO and LUMO in eV: 7.84
LUMO energy in eV: 2.1

***

# C13H37AsN3O2Si3Zn

C13H37AsN3O2Si3Zn as an isolated structure (ωB97M-V with the def2-TZVPD basis set, the Open Molecules 2025 dataset).

Each line ends with the Löwdin charge.
Geometry (Å):
Zn -0.898 -0.860 1.170  0.510
N -0.485 -4.939 0.949  0.199
C -0.822 -3.647 0.967  -0.511
O 0.055 -2.769 1.012  -0.052
C -2.295 -3.296 0.885  -0.208
C -2.604 -1.894 1.425  -0.252
H 0.488 -5.198 0.942  0.126
H -1.185 -5.659 0.905  0.119
H -2.879 -4.097 1.348  0.113
H -2.526 -3.346 -0.185  0.110
H -2.960 -1.970 2.456  0.023
H -3.445 -1.471 0.875  0.032
N -0.759 -1.468 4.393  0.204
C 0.230 -0.679 3.939  -0.606
N 1.252 -0.402 4.769  0.198
O 0.226 -0.210 2.781  -0.093
H -0.759 -1.858 5.318  0.119
H -1.533 -1.658 3.779  0.071
H 1.242 -0.652 5.742  0.117
H 1.960 0.229 4.440  0.118
C 1.018 -1.863 -2.623  -0.206
Si -0.194 -0.444 -2.622  0.290
C -1.949 -1.078 -2.685  -0.199
C 0.141 0.768 -4.000  -0.202
As 0.051 0.616 -0.527  0.874
Si -1.014 2.727 -0.581  0.289
C 0.064 3.928 -1.517  -0.204
C -1.250 3.243 1.195  -0.208
C -2.657 2.480 -1.432  -0.212
Si 2.353 0.904 -0.066  0.298
C 3.226 1.464 -1.616  -0.204
C 2.977 -0.748 0.532  -0.203
C 2.465 2.183 1.290  -0.207
H 0.878 -2.478 -3.516  0.042
H 0.874 -2.498 -1.745  0.020
H 2.052 -1.513 -2.621  0.022
H -2.105 -1.664 -3.595  0.044
H -2.674 -0.263 -2.686  0.023
H -2.169 -1.719 -1.829  0.008
H 0.063 0.268 -4.969  0.042
H 1.141 1.198 -3.925  0.023
H -0.582 1.585 -3.992  0.022
H 1.019 4.086 -1.013  0.020
H -0.432 4.898 -1.597  0.042
H 0.269 3.573 -2.529  0.024
H -0.296 3.334 1.717  0.019
H -1.864 2.520 1.737  0.030
H -1.753 4.212 1.242  0.041
H -2.530 2.206 -2.480  0.020
H -3.236 3.406 -1.400  0.042
H -3.247 1.701 -0.943  0.033
H 3.162 0.715 -2.408  0.020
H 4.285 1.639 -1.411  0.041
H 2.802 2.396 -1.996  0.024
H 2.866 -1.524 -0.228  0.023
H 2.424 -1.069 1.417  0.014
H 4.037 -0.678 0.790  0.042
H 2.143 3.169 0.951  0.022
H 3.497 2.275 1.637  0.041
H 1.838 1.889 2.133  0.011

Values from the calculation:
Total charge: +1
HOMO energy in hartree: -0.41415
Gap between HOMO and LUMO in eV: 9.22
Relative energy (zero: lowest compared OMol25 entry of this formula, charge and spin) in kJ/mol: 0.0
LUMO energy in eV: -2.0

***

# C16H20CrF6N3O8S2

C16H20CrF6N3O8S2 as an isolated structure (ωB97M-V with the def2-TZVPD basis set, the Open Molecules 2025 dataset).

Each line ends with the natural charge from an NBO analysis.
Geometry (Å):
Cr -0.948 0.279 -0.616  1.251
C -0.957 1.156 3.630  -0.710
C -0.967 1.598 2.176  0.609
O -1.646 0.918 1.406  -0.613
C -0.218 2.789 1.778  -0.345
C 0.230 3.662 2.788  -0.133
C 0.886 4.839 2.526  -0.349
C 1.129 5.164 1.172  -0.205
C 0.734 4.347 0.158  -0.263
C 0.038 3.095 0.388  0.450
O -0.266 2.365 -0.587  -0.691
H -1.301 0.124 3.648  0.241
H -1.645 1.766 4.220  0.216
H 0.031 1.231 4.083  0.213
H 0.030 3.401 3.820  0.190
H 1.200 5.495 3.327  0.189
H 1.645 6.090 0.934  0.185
H 0.924 4.593 -0.880  0.200
N -0.856 -0.136 -2.943  -0.672
N -1.960 0.519 -3.536  -0.527
C -2.940 1.041 -2.642  0.888
O -4.021 1.352 -3.138  -0.735
O -2.566 1.151 -1.435  -0.754
H -0.047 -0.024 -3.537  0.364
H -1.045 -1.127 -2.801  0.382
H -2.405 0.011 -4.288  0.357
F -3.622 -3.917 1.611  -0.334
C -3.081 -2.815 1.061  0.702
F -1.913 -2.599 1.655  -0.305
F -3.889 -1.784 1.340  -0.319
S -2.931 -3.023 -0.765  2.275
O -2.440 -1.754 -1.250  -0.983
O -4.265 -3.407 -1.131  -0.945
N -1.924 -4.206 -0.893  -1.209
S -0.486 -3.923 -1.596  1.398
O 0.099 -1.237 -0.004  -0.758
O -0.274 -4.876 -2.704  -0.988
C 0.536 -4.703 -0.258  0.750
F 0.336 -6.026 -0.138  -0.332
F 0.345 -4.151 0.937  -0.312
F 1.831 -4.528 -0.604  -0.344
C 3.203 -1.167 0.352  -0.601
C 2.304 -0.199 -0.433  -0.108
C 2.246 -0.662 -1.883  -0.603
C 2.880 1.211 -0.356  -0.603
C 0.925 -0.209 0.219  -0.033
H 4.231 -1.158 -0.031  0.177
H 2.817 -2.185 0.283  0.220
H 3.233 -0.891 1.410  0.196
H 3.256 -0.788 -2.287  0.184
H 1.729 0.075 -2.500  0.195
H 1.709 -1.609 -1.964  0.225
H 3.901 1.234 -0.754  0.178
H 2.917 1.563 0.679  0.203
H 2.260 1.914 -0.916  0.227
H 1.009 0.122 1.272  0.105

Values from the calculation:
Total charge: -2
HOMO energy (alpha / beta) in hartree: -0.06391 / -0.04700
Gap between HOMO and LUMO (alpha / beta) in eV: 6.42 / 5.96
Relative energy (zero: lowest compared OMol25 entry of this formula, charge and spin) in kJ/mol: 37.1
2S+1: 4
LUMO energy (alpha / beta) in eV: 4.7 / 4.7

***

# C3H24O9

A 9-piece molecular cluster, C3H24O9 overall (ωB97M-V with the def2-TZVPD basis set, the Open Molecules 2025 dataset).

Each line ends with the natural charge from an NBO analysis.
Geometry (Å):
O 10.375 11.516 -21.776  -0.846
H 10.361 12.395 -22.231  0.548
H 10.450 10.727 -22.362  0.537
H 11.195 11.460 -21.128  0.542
C 13.875 11.957 -22.112  -0.639
C 13.616 11.067 -20.872  0.136
C 14.843 11.140 -19.949  -0.637
O 12.419 11.252 -20.236  -0.946
H 13.141 11.704 -22.886  0.183
H 14.844 11.752 -22.576  0.202
H 13.850 13.033 -21.899  0.176
H 13.664 10.066 -21.367  0.089
H 14.791 10.379 -19.169  0.216
H 14.745 12.078 -19.391  0.197
H 15.742 11.048 -20.553  0.195
O 12.745 14.024 -19.204  -0.961
H 13.507 14.576 -19.408  0.452
H 12.889 13.199 -19.705  0.491
O 10.882 14.002 -22.632  -0.955
H 10.618 14.303 -23.510  0.485
H 11.719 14.448 -22.456  0.510
O 7.259 12.252 -22.204  -0.967
H 7.166 12.133 -23.153  0.473
H 7.262 11.347 -21.837  0.507
O 7.320 9.560 -21.877  -0.960
H 6.412 9.339 -21.639  0.486
H 7.772 8.712 -21.934  0.491
O 11.003 9.575 -23.522  -0.959
H 10.489 9.210 -24.249  0.489
H 11.865 9.147 -23.579  0.503
O 8.742 13.967 -20.812  -0.979
H 9.275 14.390 -21.494  0.460
H 8.112 13.383 -21.292  0.486
O 11.508 11.400 -17.428  -0.972
H 12.219 11.986 -17.158  0.464
H 11.586 11.373 -18.396  0.501

Values from the calculation:
Total charge: 0
HOMO energy in hartree: -0.29387
Gap between HOMO and LUMO in eV: 7.51
Relative energy (zero: lowest compared OMol25 entry of this formula, charge and spin) in kJ/mol: 204.7
LUMO energy in eV: -0.5

***

# CH3FNO2S

A 2-piece molecular cluster, CH3FNO2S overall (ωB97M-V with the def2-TZVPD basis set, the Open Molecules 2025 dataset).

Each line ends with the natural charge from an NBO analysis.
Geometry (Å):
C -0.959 -0.187 0.345  0.283
N 0.215 -0.538 -0.298  -0.850
O -1.424 4.204 0.224  -1.010
O -1.004 3.327 -2.079  -1.019
F -0.978 0.059 1.771  -0.418
S -0.703 3.257 -0.640  1.109
H -1.471 0.815 0.096  0.160
H 0.711 0.111 -0.764  0.379
H 0.762 -1.030 0.389  0.366

Values from the calculation:
Total charge: -1
HOMO energy (alpha / beta) in hartree: -0.05171 / -0.17066
Gap between HOMO and LUMO (alpha / beta) in eV: 4.97 / 8.59
Relative energy (zero: lowest compared OMol25 entry of this formula, charge and spin) in kJ/mol: 279.1
LUMO energy (alpha / beta) in eV: 3.6 / 3.9

***

# C5H12NO

An isolated ion of composition C5H12NO and charge -1 (ωB97M-V with the def2-TZVPD basis set, the Open Molecules 2025 dataset).

Each line ends with the natural charge from an NBO analysis.
Geometry (Å):
C -0.804 1.153 1.461  -0.410
N -0.266 -0.133 1.264  -0.220
O 0.872 -0.190 2.121  -0.855
C 0.141 -0.319 -0.202  0.113
C -1.043 0.040 -1.157  -0.624
C 1.290 0.530 -0.718  -0.655
C 0.476 -1.787 -0.287  -0.634
H -1.105 1.338 2.486  0.191
H -0.122 2.027 1.366  0.132
H -1.739 1.447 0.808  0.139
H -1.960 -0.482 -0.931  0.197
H -1.235 1.112 -1.064  0.201
H -0.781 -0.268 -2.096  0.185
H 2.269 0.073 -0.437  0.214
H 1.187 1.404 -0.148  0.218
H 1.024 0.649 -1.735  0.185
H 1.284 -1.958 0.514  0.252
H -0.411 -2.358 -0.038  0.198
H 0.926 -2.279 -1.207  0.173

Values from the calculation:
Total charge: -1
HOMO energy in hartree: -0.05891
SMILES: CN([O-])C(C)(C)C
Gap between HOMO and LUMO in eV: 5.48
Relative energy (zero: lowest compared OMol25 entry of this formula, charge and spin) in kJ/mol: 246.8
LUMO energy in eV: 3.9

***

DFT total energy: -74254.599, -155537.715, -104166.360, -21926.808, -20221.881, -8914.505 (eV)
Max |F|: 0.9, 0.1, 0.6, 2.4, 5.2, 3.4 (eV/Å)